Record 1
Here is 2 unconnected molecules or ions with the total composition C3H4Cl2FNO2 in a non-equilibrium geometry from the OMol25 dataset. Energies are from ωB97M-V with the def2-TZVPD basis set.

Geometry as ORCA input:
```
! RIJCOSX wB97M-V def2-TZVPD def2/J DEFGRID3
* xyz 0 1
Cl 1.75 -0.30 1.47
Cl -0.51 -1.61 2.66
F -0.45 0.90 2.25
O 0.78 2.97 -1.06
O 1.28 1.02 -1.95
N 0.70 1.80 -1.24
C -0.82 -0.31 0.28
C -0.31 -1.00 -0.86
C -0.07 -0.25 1.57
H -0.66 -0.34 -1.75
H 0.76 -1.02 -0.68
H -0.55 -2.09 -0.87
H -1.90 0.22 0.20
*
```

Summary:
relative energy (zero: lowest compared OMol25 entry of this formula, charge and spin)	1.963	eV
gap between HOMO and LUMO (spin up / spin down)	10.002 / 6.900	eV

Record 2
Here is a molecular structure, C15H42N2NbO in a non-equilibrium geometry from the OMol25 dataset. Energies are from ωB97M-V with the def2-TZVPD basis set.

Geometry as ORCA input:
```
! RIJCOSX wB97M-V def2-TZVPD def2/J DEFGRID3
* xyz -1 1
Nb 5.75 -4.03 1.87
O 3.01 -4.29 3.52
N -1.93 3.22 -4.24
N 0.07 0.94 1.96
C -3.25 3.10 -4.83
C -0.23 0.33 3.24
C 1.57 -4.56 1.61
C -2.30 1.67 1.38
C 2.45 -5.28 2.70
C -1.93 1.01 -2.96
C -1.29 1.94 -3.99
C -2.70 4.07 -1.95
C 4.43 -4.47 3.71
C -0.61 -1.06 0.51
C 0.41 0.02 0.88
C -3.80 4.42 -5.36
C -0.83 2.02 1.61
C 0.88 -0.58 3.74
C -1.79 4.21 -3.18
H -0.36 1.12 3.98
H -0.45 2.53 0.72
H -0.78 2.77 2.40
H -3.74 3.86 -2.22
H 0.58 -5.03 1.56
H -1.43 -0.65 -0.09
H -1.76 1.35 -1.94
H -4.00 5.13 -4.57
H 1.74 -5.92 3.26
H -1.48 0.01 -3.04
H 5.49 -5.77 1.28
H 0.65 -0.93 4.75
H -2.72 1.04 2.17
H 4.29 -3.42 0.95
H -4.74 4.24 -5.88
H -0.25 2.12 -3.71
H 0.66 0.60 -0.01
H 4.70 -5.45 4.17
H 1.43 -3.53 1.97
H -3.00 0.89 -3.12
H -0.13 -1.83 -0.09
H 7.29 -4.53 2.77
H -2.35 3.29 -1.28
H -3.10 4.87 -6.07
H -1.04 -1.55 1.39
H -2.69 5.00 -1.39
H 4.73 -3.70 4.45
H -3.19 2.40 -5.67
H -0.75 4.24 -2.85
H 1.84 -0.06 3.78
H -1.17 -0.24 3.22
H -2.90 2.58 1.34
H 3.19 -5.97 2.25
H -1.23 1.41 -4.94
H -1.96 5.20 -3.61
H 6.07 -2.29 2.36
H -2.46 1.16 0.42
H 2.06 -4.52 0.63
H -3.98 2.68 -4.12
H 1.35 -0.48 1.14
H 1.00 -1.47 3.11
H 6.68 -3.80 0.30
*
```

Summary:
gap between HOMO and LUMO	6.568	eV

Record 3
Here is a molecular structure, C37H43AsCl3N7O8ReS2 in a non-equilibrium geometry from the OMol25 dataset. Energies are from ωB97M-V with the def2-TZVPD basis set.

Geometry as ORCA input:
```
! RIJCOSX wB97M-V def2-TZVPD def2/J DEFGRID3
* xyz 2 2
Re -0.40 0.15 0.77
As 0.46 -2.95 0.89
Cl -5.04 -0.44 0.68
Cl -2.53 3.90 6.85
Cl -2.29 -1.33 7.91
S -1.89 -1.31 2.47
S -8.05 -0.24 0.79
O -0.43 -1.00 2.58
O -5.54 2.81 3.73
O -2.34 -0.74 1.16
O 1.87 -2.58 1.59
O -0.05 -1.70 -0.12
O 1.67 -0.18 -1.98
O -2.67 -0.77 3.54
O 0.87 -4.19 -0.29
N -0.83 0.79 -1.36
N -2.22 3.04 3.28
N 2.34 -1.66 -3.65
N 1.22 2.20 -0.54
N -0.92 1.76 2.04
N 1.79 0.21 0.93
N 3.50 -2.30 -3.98
C -2.95 -0.04 6.99
C -4.43 0.75 5.30
C -0.72 2.15 -1.94
C -3.94 2.04 5.42
C -3.01 2.29 6.44
C -4.45 3.17 4.53
C -1.17 -2.50 -4.37
C -2.49 1.26 7.20
C 1.13 -1.82 -4.36
C -3.96 -0.28 6.07
C -3.03 -3.70 3.14
C 2.60 1.38 1.28
C -1.02 -5.18 1.93
C 1.04 -1.50 -5.71
C -8.77 0.99 1.74
C -0.15 -1.69 -6.39
C -3.31 3.88 3.74
C -6.52 1.41 2.06
C -3.05 -5.08 3.22
C -2.08 2.40 2.11
C -6.47 0.31 1.23
C 2.10 2.63 0.51
C -1.26 -2.19 -5.72
C -5.28 2.11 2.53
C -2.00 -3.07 2.46
C -0.30 1.99 3.24
C -7.85 1.79 2.35
C -1.00 -3.80 1.86
C 5.84 -2.47 -3.16
C 0.02 -2.32 -3.68
C 4.45 -1.96 -3.08
C -2.05 -5.82 2.61
C 3.90 -1.12 -2.15
C 3.61 -3.18 -5.10
C 2.54 -0.91 -2.50
C 0.19 3.03 -1.07
C -1.10 2.78 4.01
H -4.88 3.94 5.19
H 3.76 -2.62 -6.03
H -1.74 0.39 -1.59
H 1.79 -4.45 -0.14
H 4.46 -3.84 -4.95
H -2.03 -2.91 -3.85
H 2.53 1.56 2.35
H 2.96 3.19 0.13
H -1.71 2.61 -2.01
H -5.23 0.56 4.60
H 6.27 -2.28 -4.14
H 3.64 1.18 1.04
H 0.10 -2.56 -2.63
H -0.93 3.20 4.98
H -2.78 2.42 1.30
H 1.96 -0.58 1.58
H 0.64 1.55 3.49
H -3.76 4.38 2.88
H 2.06 -0.14 0.00
H -4.36 -1.27 5.96
H 5.88 -3.54 -2.96
H -2.87 4.64 4.38
H 2.71 -3.78 -5.19
H -2.06 -6.90 2.67
H -3.84 -5.58 3.76
H -2.18 -2.35 -6.25
H -9.84 1.07 1.80
H -0.30 2.07 -2.94
H 4.40 -0.68 -1.31
H -0.23 -5.75 1.45
H -0.37 3.46 -0.23
H -4.47 1.38 2.65
H 0.57 3.86 -1.69
H 1.89 -1.09 -6.23
H -8.09 2.62 2.98
H 6.45 -1.96 -2.41
H -0.21 -1.45 -7.44
H -3.78 -3.09 3.61
H -5.00 2.83 1.74
H 1.68 1.62 -1.25
H -1.76 1.46 7.96
H -0.12 0.19 -1.81
H 1.53 3.29 1.18
*
```

Summary:
relative energy (zero: lowest compared OMol25 entry of this formula, charge and spin)	2.489	eV
gap between HOMO and LUMO (spin up / spin down)	4.771 / 5.337	eV

Record 4
Here is 2 unconnected molecules or ions with the total composition C8H12N3 in a non-equilibrium geometry from the OMol25 dataset. Energies are from ωB97M-V with the def2-TZVPD basis set.

Geometry as ORCA input:
```
! RIJCOSX wB97M-V def2-TZVPD def2/J DEFGRID3
* xyz 1 1
N -1.55 -0.91 0.03
N -3.45 2.17 0.15
N -2.79 -0.58 -0.21
C 3.46 0.27 0.19
C 2.73 -0.85 0.02
C 2.87 1.59 0.01
C 1.26 -0.88 -0.06
C 1.50 1.66 -0.14
C 0.82 0.42 -0.10
C 0.60 -2.21 0.04
C -0.93 -2.03 0.03
H 1.12 -2.76 0.83
H -3.32 2.02 1.14
H -4.54 2.37 -0.01
H -1.25 -3.11 -0.03
H -3.41 -1.12 -0.75
H -2.98 0.45 -0.21
H 4.52 0.16 0.49
H 0.92 -2.81 -0.85
H -3.08 3.06 -0.24
H 0.90 2.61 -0.42
H 3.52 2.41 -0.04
H 3.08 -1.93 0.14
*
```

Summary:
relative energy (zero: lowest compared OMol25 entry of this formula, charge and spin)	5.880	eV
gap between HOMO and LUMO (spin up / spin down)	6.254 / 6.242	eV

Record 5
Here is a molecular structure, C4H12F6I2N2PtSb in a non-equilibrium geometry from the OMol25 dataset. Energies are from ωB97M-V with the def2-TZVPD basis set.

Geometry as ORCA input:
```
! RIJCOSX wB97M-V def2-TZVPD def2/J DEFGRID3
* xyz 2 2
Pt -0.23 0.56 -0.52
I -0.52 2.92 0.95
I -1.02 2.44 -2.39
Sb -3.09 -1.01 0.33
F -2.78 0.89 0.10
F -1.92 -0.92 -1.29
F -1.25 -0.74 1.16
F -4.59 -0.89 -0.71
F -2.59 -2.79 0.34
F -3.77 -0.75 2.02
N 1.81 0.88 -0.44
N 0.54 -1.48 -0.67
C -1.68 3.57 -0.71
C 2.49 0.27 0.74
C 1.31 -1.92 0.51
C 2.65 -1.23 0.57
H -1.52 4.63 -0.89
H 0.72 -1.75 1.40
H -0.34 -1.99 -0.76
H 3.21 -1.62 1.42
H 3.47 0.71 0.86
H 1.91 0.51 1.63
H 3.24 -1.45 -0.32
H -2.71 3.31 -0.52
H 1.45 -3.01 0.46
H 1.06 -1.57 -1.55
H 1.91 1.89 -0.42
H 2.22 0.54 -1.31
*
```

Summary:
relative energy (zero: lowest compared OMol25 entry of this formula, charge and spin)	1.127	eV
gap between HOMO and LUMO (spin up / spin down)	7.037 / 7.226	eV

Record 6
Here is a single C18H24FN3O3S2 molecule in a non-equilibrium geometry from the OMol25 dataset. Energies are from ωB97M-V with the def2-TZVPD basis set.

Geometry as ORCA input:
```
! RIJCOSX wB97M-V def2-TZVPD def2/J DEFGRID3
* xyz 0 1
S 2.14 -0.02 -2.11
S -4.22 -4.16 -0.03
F 6.68 1.42 0.77
O -2.76 3.01 -0.42
O -0.26 -0.01 -0.98
O -2.22 1.99 1.55
N -0.27 -1.86 0.19
N -2.73 0.81 -0.30
N 0.93 -1.77 -0.42
C -3.56 -5.54 0.95
C -2.67 4.36 0.09
C -3.14 -2.84 0.62
C 3.48 -1.22 -1.73
C 4.17 -0.87 -0.45
C 0.91 -0.67 -1.10
C 5.42 -0.18 1.95
C -3.69 4.58 1.21
C -1.25 4.65 0.57
C -0.96 -0.82 -0.15
C 5.74 0.46 0.76
C -2.36 -0.47 0.25
C -3.02 5.23 -1.12
C -2.53 1.97 0.39
C 3.83 -1.51 0.73
C 5.13 0.13 -0.44
C -3.34 -1.56 -0.17
C 4.45 -1.17 1.92
H 3.07 -2.28 0.72
H -3.22 -1.78 -1.24
H -4.69 4.33 0.87
H -1.17 5.69 0.86
H 5.41 0.65 -1.34
H -1.01 4.02 1.42
H -2.11 -3.18 0.54
H 3.01 -2.20 -1.69
H -2.85 0.88 -1.30
H -4.02 5.00 -1.47
H 4.16 -1.15 -2.58
H -0.54 4.45 -0.23
H -3.72 -5.34 2.00
H 4.18 -1.67 2.84
H -4.36 -1.19 -0.02
H -4.11 -6.43 0.65
H -3.44 3.95 2.07
H -3.39 -2.69 1.67
H -2.38 -0.35 1.34
H -3.67 5.62 1.52
H -2.31 5.04 -1.93
H -2.97 6.28 -0.85
H -2.51 -5.66 0.73
H 5.91 0.11 2.86
*
```

Summary:
relative energy (zero: lowest compared OMol25 entry of this formula, charge and spin)	0.242	eV
SMILES	CSCC[C@H](NC(=O)OC(C)(C)C)c1nnc(SCc2cccc(F)c2)o1
gap between HOMO and LUMO	8.985	eV

Record 7
Here is a single C5H9NO molecule from the OMol25 dataset. Energies are from ωB97M-V with the def2-TZVPD basis set.

Geometry as ORCA input:
```
! RIJCOSX wB97M-V def2-TZVPD def2/J DEFGRID3
* xyz 0 1
O 1.20 -1.35 -0.32
N 0.10 0.23 1.62
C 0.16 0.84 0.31
C 2.21 -0.36 -0.52
C -1.14 0.45 0.87
C 0.80 -0.04 -0.75
C -1.95 -0.31 -0.17
H -1.73 0.18 -1.14
H 0.49 -0.71 1.57
H 2.89 -0.53 -1.35
H 0.32 1.90 0.16
H 2.65 0.03 0.39
H 0.42 -0.04 -1.77
H -1.71 -1.36 -0.31
H -1.72 1.21 1.40
H -3.01 -0.15 0.02
*
```

Summary:
relative energy (zero: lowest compared OMol25 entry of this formula, charge and spin)	3.669	eV
SMILES	C[C@H]1N[C@H]1[C@H]1CO1
gap between HOMO and LUMO	10.372	eV

Record 8
Here is 2 unconnected molecules or ions with the total composition C6H16N2O in a non-equilibrium geometry from the OMol25 dataset. Energies are from ωB97M-V with the def2-TZVPD basis set.

Geometry as ORCA input:
```
! RIJCOSX wB97M-V def2-TZVPD def2/J DEFGRID3
* xyz 0 1
O 1.44 0.22 1.07
N -1.73 -0.21 1.59
N -0.60 1.08 -0.85
C -3.73 -0.80 0.30
C -2.40 -0.10 0.35
C 1.82 -0.80 -1.13
C -1.89 0.50 -0.73
C 2.46 -0.33 0.16
C 3.49 0.77 -0.05
H 4.33 0.39 -0.63
H -1.01 0.49 1.74
H 3.85 1.13 0.91
H -0.13 1.22 0.04
H -0.61 1.93 -1.39
H 2.59 -1.01 -1.89
H 1.11 -0.01 -1.49
H -4.43 -0.34 1.00
H -2.45 0.52 -1.64
H -2.37 -0.29 2.37
H -3.61 -1.84 0.58
H 3.04 1.59 -0.59
H 2.93 -1.18 0.68
H 0.83 -0.50 1.29
H -4.15 -0.75 -0.70
H 1.24 -1.69 -0.98
*
```

Summary:
relative energy (zero: lowest compared OMol25 entry of this formula, charge and spin)	1.262	eV
SMILES	C/C(N)=C/N.CC(C)O
gap between HOMO and LUMO	8.137	eV

Record 9
Here is 3 unconnected molecules or ions with the total composition C3H9N2O in a non-equilibrium geometry from the OMol25 dataset. Energies are from ωB97M-V with the def2-TZVPD basis set.

Geometry as ORCA input:
```
! RIJCOSX wB97M-V def2-TZVPD def2/J DEFGRID3
* xyz 1 1
O 3.29 -1.54 -0.31
N 2.62 0.32 0.95
N -0.71 -1.52 -0.06
C -0.94 1.43 -0.81
C 3.01 -0.60 0.28
C -0.03 1.32 0.33
H 0.33 -1.53 0.12
H -1.36 -1.57 0.77
H -0.74 2.32 -1.38
H -1.71 0.85 -1.12
H -0.89 -2.39 -0.63
H 3.01 1.14 1.22
H -0.72 -0.54 -0.66
H 0.70 2.11 0.48
H -0.05 0.39 1.00
*
```

Summary:
relative energy (zero: lowest compared OMol25 entry of this formula, charge and spin)	3.478	eV
gap between HOMO and LUMO	10.201	eV

Record 10
Here is a single C4H7N3 molecule from the OMol25 dataset. Energies are from ωB97M-V with the def2-TZVPD basis set.

Geometry as ORCA input:
```
! RIJCOSX wB97M-V def2-TZVPD def2/J DEFGRID3
* xyz 0 1
N -0.14 -1.20 1.26
N 0.08 -0.56 0.09
N -1.43 -1.41 1.21
C -1.02 -0.38 -0.73
C 1.65 1.00 -1.09
C -2.00 -0.91 0.07
C 0.81 0.74 0.14
H 1.03 1.11 -1.98
H 2.23 1.91 -0.94
H 0.03 1.51 0.20
H 1.37 0.75 1.07
H -3.07 -0.80 -0.01
H -1.88 -1.91 1.96
H 2.34 0.17 -1.25
*
```

Summary:
relative energy (zero: lowest compared OMol25 entry of this formula, charge and spin)	3.536	eV
gap between HOMO and LUMO	8.983	eV

Record 11
Here is a molecular structure, C6H11Cl in a non-equilibrium geometry from the OMol25 dataset. Energies are from ωB97M-V with the def2-TZVPD basis set.

Geometry as ORCA input:
```
! RIJCOSX wB97M-V def2-TZVPD def2/J DEFGRID3
* xyz 0 1
Cl 2.37 -1.81 0.54
C 0.83 -1.59 1.64
C -0.78 0.04 0.41
C 0.84 1.29 -0.96
C 0.10 -0.23 1.74
C -0.34 0.54 -0.75
C -1.32 0.45 -1.84
H 0.07 -2.39 1.18
H 1.15 1.60 -2.38
H -0.93 -0.05 -2.75
H -1.80 1.45 -2.16
H 1.08 -1.89 2.52
H 0.87 0.41 1.77
H 1.93 0.60 -0.38
H 0.42 2.54 -0.31
H -0.34 -0.51 2.80
H -2.25 -0.21 -1.57
H -1.91 -0.24 0.51
*
```

Summary:
relative energy (zero: lowest compared OMol25 entry of this formula, charge and spin)	5.851	eV
gap between HOMO and LUMO	9.545	eV

Record 12
Here is a molecular structure, C58H44I4N7O2PbS in a non-equilibrium geometry from the OMol25 dataset. Energies are from ωB97M-V with the def2-TZVPD basis set.

Geometry as ORCA input:
```
! RIJCOSX wB97M-V def2-TZVPD def2/J DEFGRID3
* xyz 1 1
Pb -1.01 -0.27 -0.89
I 6.39 -6.50 -0.24
I 5.55 7.25 -0.83
I -8.64 4.36 1.51
I -6.33 -6.39 -6.75
S 0.34 0.68 1.87
O -2.79 0.80 0.86
O 5.01 1.79 1.50
N 1.16 0.05 -1.44
N -3.64 0.41 2.90
N 2.93 1.09 1.97
N -2.75 -0.11 -2.34
N -1.06 1.91 -1.39
N -0.56 -2.03 -2.29
N 1.95 0.47 3.99
C -2.71 -2.34 -3.42
C 5.22 -1.64 4.63
C 1.34 2.49 -1.26
C -5.14 -5.06 -5.66
C -3.62 0.93 -2.35
C -0.02 2.80 -1.28
C -0.96 -4.13 -3.09
C 4.76 -4.63 -1.97
C -3.50 2.09 -1.53
C 2.05 -1.00 -1.38
C -3.92 -4.64 -6.18
C 3.74 -3.72 -2.26
C -4.61 0.71 -3.37
C 3.46 5.29 0.16
C 0.28 -4.14 -2.53
C -1.48 -2.81 -2.93
C -0.03 1.13 5.38
C 6.00 -0.95 5.55
C -2.95 0.05 1.81
C -3.55 -3.30 -4.21
C 3.94 5.08 -2.19
C 2.31 3.62 -1.16
C 3.96 -4.78 0.30
C -5.57 -4.61 -4.42
C 2.95 -3.87 0.00
C 3.27 0.89 -1.20
C -7.10 2.61 -0.42
C -0.55 4.13 -1.23
C -6.97 3.66 0.47
C 1.87 1.20 -1.32
C 4.86 0.41 3.42
C -2.34 -1.35 1.85
C 6.23 0.41 5.40
C 5.68 1.09 4.32
C 4.86 -5.15 -0.69
C 4.65 -0.96 3.56
C 0.73 2.17 6.20
C -1.90 4.03 -1.24
C -4.78 -3.72 -3.71
C 0.53 -2.81 -2.05
C 1.82 0.73 2.69
C -5.98 2.12 -1.08
C -4.61 3.71 0.05
C 3.38 -0.46 -1.20
C -4.36 -0.52 -3.91
C -3.22 -1.06 -3.23
C 4.31 1.15 2.25
C 4.16 5.69 -0.97
C -4.71 2.68 -0.91
C -2.23 2.64 -1.33
C -5.72 4.20 0.71
C 2.84 -3.33 -1.27
C 0.88 0.01 4.87
C -1.81 -1.86 0.53
C 1.75 -2.34 -1.56
C 2.54 4.26 0.06
C -3.13 -3.77 -5.44
C 3.02 4.04 -2.28
H -0.95 -2.51 0.61
H 4.07 1.61 -1.12
H 1.98 3.95 0.94
H 2.85 0.64 4.41
H -0.82 0.68 5.98
H -3.13 -2.03 2.20
H -5.12 -3.35 -2.74
H 5.07 -2.70 4.73
H -0.49 1.61 4.52
H 4.04 -5.20 1.30
H -4.04 1.33 2.94
H 0.98 -4.96 -2.47
H -2.18 -3.44 -5.84
H -5.33 1.44 -3.70
H 1.19 1.72 7.09
H -5.60 5.00 1.44
H -2.60 4.85 -1.30
H -3.75 -0.20 3.68
H 3.66 -3.30 -3.25
H 4.47 5.41 -3.08
H 5.46 -4.92 -2.74
H 5.87 2.14 4.16
H 0.29 -0.72 4.32
H 4.28 -1.05 -1.14
H 3.64 5.77 1.11
H 2.25 -3.58 0.77
H 2.72 1.44 1.05
H -6.52 -4.94 -4.02
H -1.48 -4.95 -3.56
H -4.88 -0.99 -4.72
H 6.85 0.94 6.10
H 0.04 5.03 -1.22
H 2.85 3.55 -3.23
H 0.06 2.96 6.54
H -6.12 1.26 -1.72
H 4.05 -1.50 2.83
H 1.52 2.64 5.61
H 6.43 -1.48 6.39
H -8.06 2.14 -0.58
H -3.59 -4.99 -7.15
H -1.56 -1.31 2.60
H -3.65 4.12 0.31
H 1.36 -0.49 5.71
H -2.57 -2.22 -0.16
*
```

Summary:
relative energy (zero: lowest compared OMol25 entry of this formula, charge and spin)	0.465	eV
gap between HOMO and LUMO (spin up / spin down)	5.221 / 5.221	eV

| no. | E (eV) |
| --- | --- |
| 1 | -36517.419 |
| 2 | -22806.448 |
| 3 | -188070.639 |
| 4 | -12948.931 |
| 5 | -49597.663 |
| 6 | -54056.805 |
| 7 | -8865.543 |
| 8 | -11508.793 |
| 9 | -8275.596 |
| 10 | -8728.143 |
| 11 | -18916.710 |
| 12 | -123867.339 |